Record 1
49
Properties=species:S:1:pos:R:3:forces:R:3:mulliken_spin:R:1 method="wB97M-V/def2-TZVPD" orbital_gap_ev="9.9 / 6.2" spin_multiplicity=2 charge=+1 total_energy_ev=-54253.4925 de_lowest_kcal_mol=1.6
Li 0.3354 0.5852 -0.8748 -0.122 -0.086 0.383 -0.01
C -1.8402 -1.5378 1.2635 -0.065 0.088 0.061 -0.01
C -2.3687 -0.7732 0.0242 0.093 0.028 -0.057 0.05
N -1.7383 0.5397 -0.0710 -0.122 0.004 -0.065 0.04
C -1.9062 1.4355 1.0776 -0.009 0.071 0.040 0.02
C -0.6060 2.2039 1.3642 -0.030 0.045 0.000 -0.01
N 0.5953 1.3782 1.2035 0.012 0.010 -0.178 0.01
C 1.0210 0.5714 2.3356 0.045 0.013 -0.028 0.03
C 0.0085 -0.5328 2.6671 -0.112 0.083 0.024 -0.01
N -0.4648 -1.1959 1.4871 -0.029 -0.076 0.031 0.81
H -1.9006 -2.6143 1.0771 -0.025 -0.011 -0.031 0.04
H -2.4081 -1.3073 2.1623 0.016 -0.025 0.003 0.01
H -3.4618 -0.7454 0.0895 -0.004 -0.042 0.060 0.00
H -2.1030 -1.3296 -0.8750 -0.012 0.019 -0.012 0.00
H -2.0729 1.0118 -0.9052 0.072 -0.035 -0.044 0.00
H -2.2206 0.8629 1.9497 0.018 -0.032 0.027 -0.01
H -2.7060 2.1617 0.9125 0.030 -0.004 -0.021 0.00
H -0.6646 2.6670 2.3569 -0.010 -0.003 -0.002 0.00
H -0.5245 3.0103 0.6353 -0.005 -0.012 -0.007 0.00
H 1.3562 1.9759 0.9052 0.076 -0.027 0.073 0.00
H 1.1681 1.1547 3.2533 -0.024 -0.048 0.028 0.00
H 1.9771 0.1135 2.0792 0.005 0.007 -0.014 0.00
H -0.8503 -0.1510 3.2174 0.004 -0.041 0.005 0.01
H 0.4802 -1.2973 3.3009 0.069 0.043 0.018 0.05
H 0.2047 -1.3566 0.7017 0.074 -0.024 -0.094 -0.02
C 2.6006 -3.2484 -1.2490 0.012 0.045 -0.073 0.00
S 1.7207 -1.8300 -1.9005 0.011 -0.188 0.116 0.00
O 1.1246 -1.1801 -0.6421 0.007 0.025 -0.012 0.01
C 3.0744 -0.8027 -2.3657 0.048 0.000 -0.174 0.00
C 3.2148 -0.5379 -3.7198 0.035 0.038 0.082 0.00
C 4.2656 0.2688 -4.1375 -0.036 -0.019 0.026 0.00
C 5.1347 0.8040 -3.2026 0.018 0.007 -0.011 0.00
C 4.9719 0.5422 -1.8439 0.031 0.021 -0.029 0.00
C 3.9398 -0.2688 -1.4166 -0.033 -0.012 0.043 0.00
H 3.2669 -2.9327 -0.4487 -0.006 0.047 0.004 0.00
H 3.1710 -3.6921 -2.0638 -0.005 0.001 -0.014 0.00
H 1.8620 -3.9603 -0.8867 -0.023 0.000 0.002 0.00
H 2.5015 -0.9325 -4.4305 -0.014 0.002 -0.031 0.00
H 4.3833 0.4963 -5.1873 0.003 0.000 -0.009 0.00
H 5.9450 1.4417 -3.5291 0.001 0.008 0.003 0.00
H 5.6554 0.9749 -1.1261 -0.003 -0.005 0.011 0.00
H 3.7964 -0.4739 -0.3627 -0.010 -0.007 0.000 0.00
F -0.3975 0.5193 -2.6670 -0.068 -0.053 -0.081 0.00
Sb -0.0189 2.3722 -3.1319 0.128 0.054 -0.243 0.00
F -1.2569 2.3713 -4.5190 -0.078 -0.044 0.042 0.00
F -1.3549 2.7945 -1.8462 -0.029 0.012 -0.010 0.00
F 0.4918 4.1504 -3.3108 -0.005 0.020 0.059 0.00
F 1.1511 2.1360 -1.5948 0.059 0.089 0.056 0.00
F 1.3522 1.7461 -4.2442 0.014 0.012 0.039 0.00

Record 2
78
Properties=species:S:1:pos:R:3:forces:R:3:mulliken_spin:R:1 method="wB97M-V/def2-TZVPD" orbital_gap_ev="4.3 / 5.5" spin_multiplicity=6 charge=+1 total_energy_ev=-97272.9438 de_lowest_kcal_mol=28.8
Fe -0.6213 0.2840 -2.7628 -2.722 0.099 7.537 3.06
C -0.5402 -2.4336 2.2473 -0.463 1.689 0.529 0.16
C 0.6954 -2.9775 1.8252 2.519 1.048 0.277 0.31
C 1.1398 -0.9744 2.8605 -1.601 0.147 0.615 0.15
C -0.2728 -1.1791 2.8978 0.468 -0.032 -0.387 0.10
C 1.7301 -2.0767 2.1938 -1.172 -2.288 -1.184 0.30
C -1.8650 -3.0720 2.1146 -0.385 -0.203 -0.031 0.02
H -1.8589 -3.8223 1.3151 -0.067 0.063 0.190 0.00
H -2.6482 -2.3317 1.8889 0.320 -0.335 0.281 0.01
H -2.1472 -3.5786 3.0505 0.063 0.047 -0.188 0.03
C -1.2134 -0.3169 3.5723 -0.670 -3.153 0.586 0.52
H -2.2478 -0.4678 3.2466 0.092 0.185 0.046 0.01
H -0.9841 1.0094 3.4283 0.104 1.106 0.058 0.07
H -1.1499 -0.4285 4.6645 0.070 0.857 -0.153 0.00
C 1.8383 0.1541 3.5031 0.269 0.358 -0.013 0.02
H 1.9195 -0.0128 4.5887 -0.009 0.062 -0.191 0.03
H 1.2919 1.0936 3.3547 0.148 -0.206 0.102 0.01
H 2.8509 0.2795 3.1054 -0.140 0.014 0.141 0.00
C 3.1738 -2.2897 1.9485 0.474 -0.103 -0.070 0.00
H 3.5933 -3.0469 2.6299 -0.055 0.198 -0.177 0.01
H 3.7421 -1.3650 2.0922 -0.015 -0.176 -0.051 0.00
H 3.3495 -2.6440 0.9229 0.035 0.048 0.214 0.01
C 0.8859 -4.2896 1.1683 0.043 -0.382 -0.180 0.00
H 0.9863 -5.1022 1.9044 -0.019 0.132 -0.194 0.01
H 1.7938 -4.2872 0.5552 -0.138 -0.092 0.073 0.00
H 0.0324 -4.5347 0.5260 0.183 -0.067 0.045 0.00
C -1.3547 1.0059 -4.2643 -1.848 -0.745 -1.963 0.00
C -1.5681 -0.4236 -4.1975 -1.400 0.588 -3.130 -0.05
C -0.6949 -1.4024 -4.9708 0.233 -0.519 0.427 -0.02
C 0.7451 -1.4270 -4.3713 0.161 -0.586 -0.643 0.00
C 0.7164 -0.9127 -2.9409 1.254 -1.697 -0.213 -0.25
C 1.4851 0.3339 -2.6087 4.306 -0.547 1.502 0.00
C 0.8856 1.6676 -3.0916 1.458 1.587 -0.579 0.01
C 0.0066 1.6087 -4.3986 0.513 1.563 -1.766 0.07
H -0.6689 -1.1640 -6.0502 -0.103 -0.080 0.521 -0.01
H 1.4339 -0.8513 -5.0194 -0.267 -0.205 0.537 0.00
H -1.1328 -2.4046 -4.8485 0.102 0.323 -0.204 0.00
H 0.6045 1.1676 -5.2109 -0.120 0.090 0.354 0.00
H -2.1850 1.7226 -4.2696 0.142 -0.485 0.470 -0.01
H -2.5842 -0.7884 -3.9937 0.287 0.479 -0.172 0.00
H -0.1409 2.6720 -4.6533 0.122 -0.418 -0.022 0.01
H 0.4266 2.2891 -2.2886 -0.068 -0.382 -0.232 -0.01
H 2.4857 0.2551 -3.0841 -0.792 -0.072 -0.767 0.01
H 1.7538 2.2619 -3.4273 -0.665 -0.113 0.309 0.02
H 1.0986 -2.4737 -4.3808 0.010 0.470 0.029 -0.01
H 0.6358 -1.6652 -2.1483 0.235 0.128 -0.234 0.04
P -2.9302 -0.7013 0.0208 0.956 1.274 -1.595 0.01
C -3.8227 0.7968 -0.5607 -0.415 -0.045 0.145 0.00
C -3.4800 -1.9451 -1.2180 -0.296 -0.550 0.157 0.01
P 2.5165 0.4247 -0.8249 -1.719 0.110 0.234 0.00
C -1.3236 -0.2132 -0.8036 0.907 -0.308 0.168 0.06
C 4.2475 -0.1049 -1.1144 -0.204 -0.367 -0.852 0.00
C 2.8154 2.2255 -0.8905 -0.189 0.282 0.036 0.00
H -3.2310 1.6789 -0.2813 -0.285 -0.162 0.013 0.00
H -4.7962 0.8330 -0.0574 0.109 0.238 -0.279 0.00
H -3.9529 0.7694 -1.6499 -0.076 0.119 0.206 0.00
H -2.7192 -2.0760 -2.0001 -0.290 -0.013 0.243 0.00
H -4.4312 -1.6321 -1.6678 0.199 -0.189 0.079 0.00
H -3.6286 -2.8965 -0.6881 -0.055 0.122 -0.399 0.00
H 3.0762 2.5754 -1.9004 0.144 -0.001 0.420 0.00
H 3.6515 2.4314 -0.2088 -0.289 0.108 -0.154 0.00
H 1.9160 2.7499 -0.5360 0.399 0.022 -0.055 0.00
H -0.5741 -0.9307 -0.4192 0.040 0.413 -0.165 0.05
H -1.0560 0.7910 -0.4155 0.147 -0.219 0.077 0.00
H 4.8227 0.2182 -0.2315 -0.291 -0.091 -0.283 0.00
H 4.6789 0.3422 -2.0211 0.111 -0.157 0.234 0.00
H 4.2813 -1.2006 -1.1732 0.189 0.280 -0.013 0.00
F -1.7724 2.1174 5.7704 0.190 0.455 -0.850 0.00
C -1.4165 2.8488 4.6747 -0.240 0.297 0.651 0.01
C -0.9867 2.2234 3.5229 0.188 1.152 -0.152 0.13
C -0.5816 3.0336 2.4838 0.021 0.542 -0.180 0.04
F -0.0734 2.4709 1.3411 -0.297 0.224 0.384 -0.01
C -0.6468 4.4335 2.5415 0.066 -0.412 -0.097 0.03
F -0.2570 5.1802 1.4895 -0.147 -0.255 0.417 0.00
C -1.1177 5.0437 3.7047 -0.012 0.190 -0.019 -0.01
F -1.2008 6.3873 3.7808 0.078 -0.946 -0.043 0.00
C -1.4954 4.2462 4.7850 -0.117 -0.191 0.297 0.02
F -1.9341 4.8184 5.9238 0.283 -0.315 -0.725 0.00

Record 3
78
Properties=species:S:1:pos:R:3:forces:R:3:mulliken_spin:R:1 method="wB97M-V/def2-TZVPD" orbital_gap_ev="7.2 / 7.4" spin_multiplicity=3 charge=+1 total_energy_ev=-83207.6348
W 0.6050 -0.3821 -0.8488 -0.133 -1.325 1.014 1.74
O 0.8111 0.3138 -3.0483 -0.160 -0.156 0.112 -0.02
S 1.8273 1.1443 -2.3357 0.674 1.494 -1.188 -0.01
O 2.6030 2.0723 -3.0686 0.008 -0.122 -0.024 0.02
O 2.5621 0.0744 -1.5611 -0.331 -0.356 0.458 0.02
C -0.0611 2.6778 -1.2859 -0.154 0.328 0.153 0.02
C 0.1882 4.1117 -0.7029 0.096 -0.148 0.290 0.00
C -0.7305 4.6163 0.3542 -0.037 0.045 -0.063 0.00
C -1.8752 3.9808 0.6114 0.059 0.177 0.095 0.00
C -2.2254 2.7255 -0.0363 -0.007 -0.278 -0.229 0.01
C -1.4066 2.1079 -0.8993 0.231 0.026 -0.021 0.01
P -1.6187 0.3917 -1.4656 -1.467 0.796 -0.532 0.10
C -3.1455 -0.1780 -0.6707 0.335 -0.287 0.318 -0.02
C -4.3744 0.1375 -1.2477 0.039 0.013 -0.067 0.00
C -5.5454 -0.2413 -0.6124 -0.021 0.002 0.027 0.00
C -5.4924 -0.9380 0.5869 -0.044 -0.009 0.014 0.00
C -4.2699 -1.2623 1.1562 -0.014 -0.005 0.030 0.00
C -3.0921 -0.8846 0.5305 -0.072 0.118 -0.116 -0.01
C -2.0259 0.3788 -3.2282 0.138 -0.156 0.054 -0.06
C -1.8337 -0.8184 -3.9167 -0.005 0.109 0.136 0.03
C -2.1706 -0.9012 -5.2546 0.003 -0.065 -0.044 0.01
C -2.7012 0.2063 -5.9039 -0.011 0.012 0.005 0.00
C -2.9036 1.3919 -5.2153 -0.030 0.005 -0.057 0.00
C -2.5663 1.4826 -3.8738 0.037 -0.007 0.099 -0.01
H 1.2390 4.2910 -0.4749 -0.008 0.000 -0.034 0.00
H -0.4465 5.5085 0.8985 -0.046 -0.009 0.015 0.00
H -2.5546 4.3605 1.3635 0.012 0.020 -0.010 0.00
H -3.1588 2.2509 0.2434 0.001 0.013 0.015 0.00
H -4.4128 0.6652 -2.1917 -0.046 -0.014 0.012 0.00
H -6.5020 -0.0002 -1.0562 0.014 0.011 -0.017 0.00
H -6.4106 -1.2375 1.0752 0.006 0.000 -0.005 0.00
H -4.2421 -1.8163 2.0855 0.038 -0.004 -0.007 0.00
H -2.1272 -1.1410 0.9442 -0.062 -0.040 0.091 0.02
H -1.4110 -1.6701 -3.3950 0.015 -0.057 -0.102 -0.01
H -2.0107 -1.8214 -5.8005 -0.005 -0.012 0.031 0.00
H -2.9559 0.1434 -6.9535 0.004 0.000 0.002 0.00
H -3.3151 2.2518 -5.7266 0.005 0.007 0.021 0.00
H -2.7138 2.4100 -3.3387 0.013 0.053 -0.017 0.00
N 0.0379 -1.5289 0.5546 0.747 0.689 -0.890 0.03
P 1.3123 -1.7295 1.5124 0.958 -0.230 0.705 0.00
C 2.3031 -3.1536 0.9933 -0.326 0.105 0.078 -0.03
C 2.9186 -3.9962 1.9129 -0.021 0.062 0.059 0.00
C 3.7134 -5.0402 1.4633 0.004 0.008 0.042 0.00
C 3.8903 -5.2414 0.1032 0.035 -0.027 0.006 0.00
C 3.2718 -4.4065 -0.8182 0.018 -0.028 -0.073 0.02
C 2.4741 -3.3675 -0.3745 0.005 0.014 0.241 0.03
C 2.4396 -0.2888 1.4007 -0.527 -0.159 -0.051 0.07
C 1.8660 0.9388 1.7648 0.239 -0.095 0.194 -0.01
C 2.6254 2.0933 1.7157 -0.109 0.005 0.045 0.02
C 3.9412 2.0334 1.2795 -0.016 0.065 -0.049 0.01
C 4.5150 0.8186 0.9315 0.104 -0.078 0.030 0.00
C 3.7741 -0.3480 1.0021 -0.043 -0.112 0.118 0.03
C 0.9474 -1.7917 3.2728 -0.019 0.013 -0.233 0.00
C -0.3498 -1.9534 3.7439 0.070 -0.068 -0.119 0.00
C -0.5873 -1.8989 5.1091 -0.095 -0.025 0.055 0.00
C 0.4615 -1.6857 5.9911 0.008 -0.011 0.006 0.00
C 1.7590 -1.5266 5.5189 0.029 -0.013 -0.013 0.00
C 2.0042 -1.5710 4.1582 -0.090 -0.042 0.014 0.00
H 2.7737 -3.8394 2.9743 0.015 -0.056 -0.012 0.00
H 4.1906 -5.6972 2.1778 -0.003 -0.005 -0.007 0.00
H 4.5103 -6.0575 -0.2430 -0.006 -0.002 -0.007 0.00
H 3.4068 -4.5783 -1.8776 -0.016 0.040 0.000 0.00
H 1.9705 -2.7247 -1.0888 0.033 -0.062 -0.142 0.02
H 0.8454 0.9642 2.1331 -0.018 0.079 -0.058 -0.04
H 2.1895 3.0357 2.0224 0.018 0.011 -0.033 0.00
H 4.5255 2.9418 1.2084 0.018 -0.018 0.047 0.00
H 5.5470 0.7790 0.6101 -0.013 0.009 -0.015 0.00
H 4.2246 -1.3001 0.7515 -0.009 0.016 -0.084 0.00
H -1.1573 -2.1182 3.0407 -0.029 0.010 0.036 0.00
H -1.5933 -2.0208 5.4878 0.002 0.001 -0.012 0.00
H 0.2694 -1.6390 7.0548 -0.011 -0.003 -0.005 0.00
H 2.5745 -1.3554 6.2086 -0.011 -0.008 0.006 0.00
H 3.0072 -1.4239 3.7751 0.016 0.045 0.069 0.00
N 0.9759 1.7007 -1.0660 0.083 -0.251 -0.152 -0.01
C -0.2230 3.3451 -2.6870 -0.092 0.243 -0.329 0.00
N -0.1216 4.5391 -2.0842 0.069 -0.507 0.375 0.00
C -0.2960 5.7993 -2.5295 -0.169 0.287 -0.333 0.00
N -0.4734 6.8909 -2.8403 0.077 -0.082 0.031 0.00